Run one
Molecular formula: C2H3ClS
Method: DFT, wB97M-V/def2-TZVPD

XYZ file:
```
7
Properties=species:S:1:pos:R:3
C -0.07 -0.42 0.59
C 1.12 -0.19 -0.24
S 0.67 -1.90 -0.05
Cl 2.68 0.54 0.03
H -0.23 -0.32 1.64
H -0.90 -0.24 -0.01
H 0.71 0.51 -1.76
```

Highest occupied orbital energy in Eh: -0.3359
Orbital gap in eV: 9.193
LUMO level in eV: 0.053


Run two
Molecular formula: C2H3ClS
Method: DFT, wB97M-V/def2-TZVPD

XYZ file:
```
7
Properties=species:S:1:pos:R:3
C 0.05 0.89 0.23
C 0.47 -0.45 -0.12
S 0.38 0.45 -1.52
Cl -1.70 -2.23 0.01
H -0.99 1.06 0.47
H 0.75 1.56 0.70
H 1.05 -1.28 0.23
```

Highest occupied orbital energy (spin up / spin down) in Eh: -0.3332 / -0.3331
Orbital gap (spin up / spin down) in eV: 7.092 / 7.086
LUMO level (spin up / spin down) in eV: -1.974 / -1.977


Energy ordering: run two at the bottom, the next structure 0.574 eV above.


Run one
Molecular formula: C5H9NO4
Method: DFT, wB97M-V/def2-TZVPD

XYZ file:
```
19
Properties=species:S:1:pos:R:3
C -0.86 -2.52 -0.09
C -1.34 -1.07 -0.34
C -0.07 -0.18 0.01
C -0.12 1.47 -0.27
O 0.40 1.93 -1.30
C -0.69 2.31 0.83
O 0.81 -0.93 -0.50
O 2.50 0.86 0.00
N 3.33 0.22 -0.63
O 4.52 0.62 -0.87
H -1.66 -3.27 -0.24
H -0.04 -2.73 -0.77
H -0.43 -2.61 0.91
H -1.44 -1.02 -1.44
H -2.26 -0.76 0.19
H -0.06 -0.01 1.13
H -0.79 1.78 1.79
H -0.10 3.22 1.01
H -1.69 2.70 0.58
```

Highest occupied orbital energy (spin up / spin down) in Eh: -0.3343 / -0.3404
Orbital gap (spin up / spin down) in eV: 7.450 / 6.661
LUMO level (spin up / spin down) in eV: -1.648 / -2.600


Run two
Molecular formula: C5H9NO4
Method: DFT, wB97M-V/def2-TZVPD

XYZ file:
```
19
Properties=species:S:1:pos:R:3
C -0.97 0.65 -0.02
C -1.51 -0.76 0.00
C 0.09 0.84 1.11
C 1.23 -0.13 1.04
C 2.10 0.06 -0.24
H -1.54 2.67 0.02
H -2.46 1.57 -0.97
H -0.24 0.50 -0.96
H -0.34 1.04 2.18
H 0.71 1.86 0.49
H 1.85 0.08 1.98
H 0.91 -1.16 1.12
H 3.28 -1.39 0.32
H -2.73 -1.88 -1.02
N -1.95 1.73 -0.05
O -0.97 -1.84 0.44
O 1.85 1.10 -0.90
O 2.93 -0.87 -0.63
O -2.73 -0.81 -0.67
```

Highest occupied orbital energy in Eh: -0.3508
Orbital gap in eV: 9.726
LUMO level in eV: 0.179


Energy ordering: run two at the bottom, the next structure 5.250 eV above.